No. 1
One molecule with the formula C2H2F2S, computed with ωB97M-V with the def2-TZVPD basis set.

* E_LUMO: -0.8 eV
* energy above the lowest of the compared OMol25 structures with the same formula, charge and spin: 9.8 kcal per mole
* SMILES: FC(F)C=S
* frontier orbital gap: 0.319 Eh
* DFT total energy: -18375.3640 eV

Geometry as ORCA input:
```
! RIJCOSX wB97M-V def2-TZVPD def2/J DEFGRID3
* xyz 0 1
F -1.172 -1.128 -0.037
C -0.573 0.002 -0.349
F -1.278 1.210 0.024
C 0.765 -0.026 0.424
S 2.226 0.079 -0.144
H -0.430 0.084 -1.413
H 0.462 -0.221 1.495
*
```

Formally, the Mulliken partial charges of the atoms, in units of the elementary charge, are as follows: F -0.20; C 0.39; F -0.26; C -0.19; S -0.21; H 0.22; H 0.25

No. 2
A 5-piece molecular cluster, C5H17O7 overall, computed with ωB97M-V with the def2-TZVPD basis set.

* E_LUMO: 3.2 eV
* energy above the lowest of the compared OMol25 structures with the same formula, charge and spin: 61.9 kcal per mole
* frontier orbital gap: 0.256 Eh
* DFT total energy: -19793.2726 eV

Geometry as ORCA input:
```
! RIJCOSX wB97M-V def2-TZVPD def2/J DEFGRID3
* xyz -1 1
C -1.415 1.459 -1.422
O -0.072 1.482 -1.887
C -1.616 0.317 -0.424
C -1.835 -0.993 -1.036
C -0.546 -1.387 -1.730
C 0.544 -1.772 -0.959
O 0.418 -2.185 0.469
O 1.727 -1.801 -1.194
H -2.116 1.349 -2.226
H -1.556 2.373 -0.969
H -0.773 0.210 0.302
H -2.474 0.560 0.183
H -2.168 -1.752 -0.248
H -2.758 -0.983 -1.761
H -0.692 -1.585 -2.804
H 0.122 0.484 -1.846
H 0.567 -3.068 0.591
H 2.168 -0.886 0.630
H 1.933 -1.672 1.858
O 2.229 -0.761 1.586
H 0.733 2.240 -0.701
H 1.591 2.028 0.519
O 1.199 2.773 0.110
H -0.387 2.446 1.281
H -0.379 1.667 2.496
O -0.916 2.331 2.099
H -0.132 -1.111 2.126
H 0.727 -0.116 2.914
O -0.234 -0.329 2.703
*
```

Formally, the Mulliken partial charges of the atoms, in units of the elementary charge, are as follows: C -0.80; O -0.79; C -0.13; C -0.16; C -1.27; C 0.85; O -0.33; O -0.77; H 0.35; H 0.45; H 0.03; H 0.24; H 0.28; H 0.31; H 0.33; H 0.47; H 0.13; H 0.30; H 0.34; O -0.73; H 0.49; H 0.32; O -0.82; H 0.31; H 0.31; O -0.70; H 0.29; H 0.40; O -0.71

No. 3
One molecule with the formula C3H4FN3S, computed with ωB97M-V with the def2-TZVPD basis set.

* E_LUMO: 0.6 eV
* energy above the lowest of the compared OMol25 structures with the same formula, charge and spin: 20.0 kcal per mole
* SMILES: [H]/N=c1/[nH]cc(F)n1S
* frontier orbital gap: 0.309 Eh
* DFT total energy: -21197.8067 eV

Geometry as ORCA input:
```
! RIJCOSX wB97M-V def2-TZVPD def2/J DEFGRID3
* xyz 0 1
H 2.426 0.366 -0.818
N 1.824 1.112 -0.543
C 0.697 0.651 -0.200
N -0.381 1.406 0.229
C -1.527 0.627 0.407
C -1.162 -0.637 0.196
F -1.828 -1.774 0.309
N 0.199 -0.677 -0.136
S 1.038 -2.033 -0.697
H -0.378 2.392 0.055
H -2.478 0.993 0.720
H 1.570 -2.427 0.477
*
```

Formally, the Mulliken partial charges of the atoms, in units of the elementary charge, are as follows: H 0.24; N -0.71; C 0.31; N -0.15; C -0.49; C 0.46; F -0.25; N -0.05; S -0.17; H 0.25; H 0.41; H 0.16

No. 4
C15H41AlO16S5 as an isolated structure, computed with ωB97M-V with the def2-TZVPD basis set.

* E_LUMO: -11.4 eV
* energy above the lowest of the compared OMol25 structures with the same formula, charge and spin: 0.0 kcal per mole
* frontier orbital gap: 0.165 Eh
* DFT total energy: -109730.1467 eV

Geometry as ORCA input:
```
! RIJCOSX wB97M-V def2-TZVPD def2/J DEFGRID3
* xyz 2 1
Al -0.293 0.970 -0.260
O 0.000 0.536 -2.817
H -0.386 -0.019 -3.519
O -0.906 -0.956 1.751
S -1.835 -1.904 2.319
O -3.189 -1.537 2.532
O -1.720 -3.226 1.431
C -2.716 -4.229 1.760
C -2.370 -5.511 1.006
C -1.128 -2.544 3.839
H -3.646 -3.841 1.346
H -2.847 -4.481 2.812
H -1.383 -5.964 1.100
H -2.613 -5.383 -0.046
H -3.019 -6.297 1.402
H -0.283 -3.179 3.587
H -1.776 -3.079 4.526
H -0.783 -1.630 4.328
O -1.611 3.353 0.559
S -1.534 4.654 1.182
O -0.513 4.933 2.129
O -1.443 5.723 0.005
C -1.254 7.112 0.312
C -0.046 7.597 -0.487
C -3.160 5.045 1.878
H -1.189 7.327 1.377
H -2.078 7.695 -0.102
H 0.797 6.906 -0.431
H 0.432 8.487 -0.065
H -0.319 7.852 -1.507
H -3.500 4.183 2.452
H -3.883 5.230 1.088
H -3.091 5.878 2.573
O 3.028 -2.232 0.504
S 1.915 -2.525 -0.334
O 0.917 -1.516 -0.607
O 2.455 -3.073 -1.726
C 3.719 -3.804 -1.715
C 4.758 -2.839 -2.245
C 1.163 -3.989 0.298
H 3.587 -4.625 -2.423
H 3.891 -4.361 -0.794
H 4.438 -2.432 -3.200
H 5.773 -3.234 -2.244
H 4.861 -1.982 -1.572
H 0.909 -3.791 1.341
H 1.925 -4.764 0.299
H 0.216 -4.235 -0.173
O -2.042 -1.227 -0.972
S -2.244 -2.331 -1.870
O -1.577 -3.570 -1.660
O -3.823 -2.632 -1.832
C -4.205 -3.908 -2.402
C -5.570 -3.777 -3.017
C -2.145 -1.872 -3.625
H -4.264 -4.670 -1.624
H -3.502 -4.268 -3.153
H -5.488 -3.096 -3.874
H -6.223 -3.216 -2.342
H -6.125 -4.643 -3.364
H -1.097 -1.697 -3.845
H -2.711 -0.947 -3.733
H -2.642 -2.640 -4.206
O 1.534 3.000 0.629
S 2.760 3.418 1.272
O 3.133 2.982 2.571
O 3.989 3.160 0.307
C 5.310 3.485 0.834
C 5.966 2.238 1.359
C 2.763 5.210 1.258
H 5.208 4.265 1.587
H 5.964 3.914 0.076
H 6.857 2.532 1.918
H 6.286 1.532 0.589
H 5.382 1.584 2.007
H 2.969 5.532 0.237
H 3.479 5.711 1.905
H 1.788 5.630 1.505
*
```

Formally, the Mulliken partial charges of the atoms, in units of the elementary charge, are as follows: Al 1.82; O -0.31; H 0.23; O -0.42; S 1.13; O -0.67; O -0.14; C -0.32; C -1.15; C -1.06; H 0.25; H 0.46; H 0.31; H 0.15; H 0.45; H 0.28; H 0.41; H 0.46; O -0.53; S 1.08; O -0.57; O -0.26; C -0.32; C -1.07; C -1.11; H 0.43; H 0.33; H 0.17; H 0.37; H 0.36; H 0.44; H 0.38; H 0.38; O -0.66; S 0.82; O -0.32; O -0.22; C -0.33; C -1.08; C -0.47; H 0.35; H 0.38; H 0.31; H 0.39; H 0.26; H 0.05; H 0.51; H 0.00; O -0.57; S 1.25; O -0.62; O -0.32; C -0.05; C -1.40; C -1.20; H 0.19; H 0.44; H 0.30; H 0.32; H 0.41; H 0.25; H 0.45; H 0.40; O -0.37; S 1.14; O -0.61; O -0.28; C -0.20; C -1.18; C -1.04; H 0.26; H 0.37; H 0.35; H 0.33; H 0.31; H 0.40; H 0.43; H 0.27